14 unconnected molecules or ions with the total composition C4H39N2O13. Source: the Open Molecules 2025 dataset; level of theory: ωB97M-V with the def2-TZVPD basis set.

Geometry as XYZ:
```
58
Properties=species:S:1:pos:R:3:forces:R:3:lowdin_charge:R:1
C 0.9405 -1.7808 -1.0001 1.36 -1.66 0.34 -0.221
N 0.8572 -2.5721 0.2412 -3.08 0.90 -0.03 -0.101
C -0.5337 -3.2369 0.4239 1.12 2.26 0.80 -0.043
C 0.5585 -0.3678 -0.6437 -1.34 3.36 -0.89 -0.144
N 1.6570 0.3704 0.1343 -0.44 -1.60 1.04 -0.031
C 2.6667 1.0370 -0.7262 1.07 2.25 0.33 -0.039
H 1.9789 -1.9677 -1.4915 -1.40 1.02 1.00 0.153
H 0.3015 -2.2189 -1.7700 -0.44 0.39 0.00 0.091
H 1.5754 -3.1982 0.3907 1.72 -1.52 0.09 0.021
H -0.8314 -3.7837 -0.4776 0.17 -0.44 0.42 0.070
H -0.5723 -3.7679 1.4164 0.13 0.19 -1.37 0.100
H -1.2159 -2.3560 0.5101 0.34 -0.96 0.01 0.053
H 0.2994 0.2792 -1.5689 0.65 -1.04 1.48 0.128
H -0.3197 -0.2060 0.0710 1.01 -1.23 -1.20 0.123
H 1.9518 -0.4899 0.7067 0.42 1.73 -0.54 0.168
H 1.2109 1.0730 0.8606 0.83 -0.96 -0.80 0.134
H 2.1087 1.9713 -1.1530 1.22 -1.99 0.23 0.112
H 3.5893 1.4453 -0.1835 -1.71 -0.43 0.10 0.117
H 3.1973 0.3614 -1.4074 -1.08 -0.01 -0.36 0.086
H 1.9315 -2.6012 4.5709 0.21 -0.40 0.22 0.063
H 2.9993 -2.2204 3.5314 0.14 -0.29 -0.02 0.043
O 2.1920 -1.9198 3.9529 0.34 -0.07 0.25 -0.031
H 0.7099 -1.0607 2.2822 1.97 -3.40 -3.92 -0.064
H 0.5660 -1.0170 3.7143 0.95 -1.69 2.72 -0.009
O 0.3768 -0.5827 2.9439 -3.80 5.35 0.87 0.025
H 1.0601 3.5765 0.3889 0.48 -0.20 1.93 -0.001
H 0.0744 4.3118 -0.4797 0.40 0.01 0.07 0.031
O 0.8446 3.7225 -0.5051 -0.47 0.19 -1.79 -0.032
H 1.2337 -0.3855 -4.6995 -0.72 -0.12 1.03 0.110
H 0.0214 -1.1126 -4.0764 -0.71 -0.79 -0.34 0.054
O 0.6837 -0.4668 -3.8794 1.57 0.58 -0.75 -0.042
H -1.8113 3.3216 2.5568 -0.18 -0.83 -0.74 0.108
H -1.7307 3.0752 0.9850 -0.19 -0.40 1.43 0.033
O -1.7717 2.5906 1.8934 0.50 1.62 -0.26 -0.104
H -3.4668 2.1766 -2.0902 -0.48 0.15 0.40 0.077
H -2.1178 1.8112 -2.4794 0.69 0.10 -0.35 -0.006
O -2.5896 2.1393 -1.6977 -0.42 -0.64 -0.27 -0.050
H 3.3307 -4.6389 1.0527 -0.11 -0.43 0.31 0.041
H 4.0726 -3.3881 0.6897 -0.64 -0.51 1.55 0.078
O 3.5716 -3.8003 1.4561 0.86 0.91 -1.86 -0.069
H -2.1423 0.2448 2.9002 1.62 -0.84 0.98 -0.010
H -2.7508 1.1902 1.9991 -0.57 -0.38 0.62 0.007
O -2.9839 0.3892 2.5269 -1.47 0.68 -1.22 -0.064
H -2.1084 -2.8016 -2.5535 -1.48 1.25 0.70 0.045
H -2.4676 -1.8039 -1.3294 -0.90 -0.77 -2.00 0.023
O -2.7960 -2.1293 -2.2521 2.35 -0.52 1.26 -0.128
H -0.4302 0.8367 -3.5822 -1.26 1.36 -0.77 0.038
H -0.8670 1.8576 -4.6541 0.22 0.62 -1.19 0.043
O -1.1353 1.5364 -3.8150 1.07 -1.84 1.67 -0.062
H 1.0295 1.4097 3.0274 0.56 -0.87 0.61 0.031
H -0.1186 2.0731 2.3542 0.76 0.25 -0.60 0.037
O 0.8786 2.0024 2.3029 -1.19 0.77 -0.74 -0.072
H -3.0140 -0.4659 0.6832 -0.02 0.44 0.15 0.062
H -2.3334 0.1214 -0.6426 -0.70 0.84 -0.16 0.023
O -2.2961 -0.5433 0.0397 0.37 -0.96 -0.12 -0.083
H -1.5633 3.5122 -0.8948 0.08 -2.12 -2.82 -0.017
H -2.7087 4.3921 -0.3539 1.16 -0.53 -0.03 0.129
O -1.7930 4.0555 -0.1996 -1.52 3.22 2.55 -0.034
```
Positions in Å, forces in eV/Å.

Summary:
- F_max: 6.6 eV/Å
- Gap between HOMO and LUMO: 9.7909 eV
- Calculated total energy: -1263.14744 a.u.
- Spin multiplicity: 1
- HOMO: -0.4544 Eh
- Net charge: +1
- Energy relative to the best compared isomer or geometry (same formula, charge and spin): 493.7 kJ/mol

15 unconnected molecules or ions with the total composition C4H39NO14. Source: the Open Molecules 2025 dataset; level of theory: ωB97M-V with the def2-TZVPD basis set.

Geometry as XYZ:
```
58
Properties=species:S:1:pos:R:3:forces:R:3:lowdin_charge:R:1
C -2.4271 -2.1929 0.7745 1.72 0.93 2.17 -0.083
N -1.6180 -1.3277 1.7615 -0.59 1.40 -0.51 -0.076
C 0.3225 -1.1291 0.0005 -1.68 -1.29 3.47 -0.042
C -0.2498 -0.7028 1.4080 -0.81 1.28 0.90 -0.369
C 0.6570 -0.8558 2.6810 -2.67 3.56 1.31 -0.060
H -3.4752 -1.9075 0.8020 0.00 -0.16 0.13 0.070
H -2.2482 -3.2221 1.1123 -0.60 0.10 -0.29 0.054
H -2.0435 -2.1028 -0.2087 0.22 0.12 -1.16 0.035
H -2.1980 -0.4966 2.0744 0.83 -1.56 -0.65 0.072
H 1.3448 -1.1373 0.0069 2.82 1.04 -0.24 0.050
H -0.1604 -0.6656 -0.7739 -0.77 1.64 -1.92 0.033
H 0.1815 -2.1751 -0.1984 -0.71 -0.65 0.14 0.040
H -0.3211 0.4417 1.5066 -0.50 -1.41 -1.20 0.103
H 0.8105 -1.8545 2.8658 1.67 -1.97 0.90 0.015
H 0.0606 -0.4716 3.6790 0.84 -1.13 -2.67 0.114
H 1.4148 -0.0427 2.7090 0.49 -1.42 -0.45 0.074
H 2.1467 0.6331 -3.3601 -0.14 0.13 -0.10 0.049
H 1.6529 0.6209 -4.7982 0.07 0.52 -0.57 0.063
O 1.7646 0.0577 -4.0422 -0.33 -0.37 0.05 -0.069
H -2.9313 -0.4832 -2.5943 1.60 -3.67 1.31 -0.004
H -4.2219 0.2091 -2.9158 -2.23 -0.42 -0.04 0.038
O -3.3037 0.2808 -2.8833 0.33 3.84 -1.20 0.034
H 2.2614 2.3273 2.3572 0.91 -0.30 0.28 0.023
H 3.8093 2.0281 2.0456 1.91 -1.92 1.10 0.006
O 3.0779 2.5405 1.8619 -2.88 2.19 -1.06 -0.027
H 0.2582 -0.8775 -3.6917 0.43 -0.53 0.18 -0.021
H 0.0638 -2.4443 -3.7340 -0.62 1.79 0.79 0.081
O -0.2488 -1.6034 -3.2783 0.19 -1.56 -0.80 -0.094
H 1.6264 -3.7476 -0.1946 1.54 -0.16 -0.31 0.038
H 2.7659 -3.8778 -1.2267 1.42 -2.18 -8.88 -0.092
O 2.5977 -3.7010 -0.4196 -2.68 2.25 9.09 0.006
H -3.4705 1.8192 1.7060 0.75 0.03 0.20 0.071
H -1.8589 2.0114 1.5274 -1.94 -0.72 0.56 0.047
O -2.6140 1.5984 2.1145 0.87 0.77 -0.89 -0.123
H 2.6565 -1.4660 -2.9091 -0.80 0.59 -1.33 -0.006
H 3.4854 -1.8163 -1.8845 1.16 0.39 0.55 0.025
O 3.5249 -1.1937 -2.6302 -0.12 -1.16 1.20 -0.053
H -1.6181 2.6416 -0.5771 -2.01 -0.17 -2.70 0.007
H -0.1709 2.4270 -0.1268 -2.36 1.02 1.20 0.093
O -1.1412 2.7041 0.1967 4.34 -0.72 1.54 -0.062
H 0.4183 -2.8875 1.6974 -0.08 -0.77 -0.14 -0.013
H -0.2731 -4.3262 1.5755 3.13 1.84 -0.30 0.133
O 0.6445 -3.8084 1.4670 -3.30 -1.63 0.42 -0.101
H 1.2728 2.8017 -2.0406 0.54 0.43 -0.19 -0.006
H 0.4420 2.2281 -3.1064 1.17 0.51 -0.39 0.021
O 1.3881 2.5130 -2.9598 -1.71 -0.46 0.41 -0.075
H -1.7899 0.0920 4.7998 0.01 1.79 -0.82 0.084
H -2.1164 1.3338 3.7870 -0.42 -0.65 0.02 -0.009
O -1.6125 1.0490 4.5700 0.00 -1.33 0.90 -0.100
H -0.0621 1.7486 3.7083 -0.99 -3.32 0.82 -0.064
H -0.2089 3.0470 3.4681 0.89 1.03 0.16 0.064
O 0.5250 2.4600 3.7267 0.57 2.44 -1.10 -0.033
H 2.2800 2.5936 -0.3385 0.00 0.03 0.45 0.075
H 1.4795 3.5504 0.5573 0.20 -0.02 -0.17 0.072
O 1.4329 3.0549 -0.2708 0.02 -0.10 -0.10 -0.066
H -0.6525 0.8341 -3.8360 -0.35 0.39 -0.09 0.012
H -2.1132 1.2442 -3.7749 0.14 0.19 0.27 0.014
O -1.2169 1.6256 -3.7734 0.53 -0.51 -0.25 -0.069
```
Positions in Å, forces in eV/Å.

Summary:
- F_max: 9.7 eV/Å
- Gap between HOMO and LUMO: 8.6018 eV
- Calculated total energy: -1283.77862 a.u.
- Spin multiplicity: 1
- HOMO: -0.3192 Eh
- Net charge: 0
- Energy relative to the best compared isomer or geometry (same formula, charge and spin): 255.7 kJ/mol

A molecular structure, C4H3AgNaO2. Source: the Open Molecules 2025 dataset; level of theory: ωB97M-V with the def2-TZVPD basis set.

Geometry as XYZ:
```
11
Properties=species:S:1:pos:R:3:forces:R:3:lowdin_charge:R:1
Na 2.1204 0.7240 0.5353 -0.63 -0.08 -0.39 0.606
O -0.7176 -0.6737 -0.3012 -0.09 0.50 -0.94 -0.274
C -2.1150 -0.7466 0.1250 -0.37 -0.03 -0.13 -0.161
H -2.7207 -1.2123 -0.6650 0.07 0.10 0.24 0.112
H -2.2687 -1.2746 1.0758 0.39 0.06 -0.23 0.108
C -2.8480 1.8592 -0.2206 -1.59 0.68 -0.67 0.041
C -2.1631 0.7778 0.2014 1.26 0.34 -2.50 -0.331
C -0.8474 0.8622 -0.4164 1.70 -1.91 5.35 -0.385
O 0.1786 1.5174 -0.3927 -0.35 -0.15 -1.51 -0.031
Ag 1.1749 -2.2552 -0.8362 -0.11 0.38 0.17 0.340
H -3.8976 1.6244 -0.4789 -0.29 0.12 0.62 -0.025
```
Positions in Å, forces in eV/Å.

Summary:
- F_max: 5.9 eV/Å
- Gap between HOMO and LUMO (spin up / spin down): 5.3345 / 4.8651 eV
- Calculated total energy: -613.74795 a.u.
- Spin multiplicity: 2
- HOMO (spin up / spin down): -0.2401 / -0.2400 Eh
- Net charge: 0

A molecular structure, C4H3AlF6NO6S2. Source: the Open Molecules 2025 dataset; level of theory: ωB97M-V with the def2-TZVPD basis set.

Geometry as XYZ:
```
23
Properties=species:S:1:pos:R:3:forces:R:3:lowdin_charge:R:1
Al 2.1941 -1.7723 -0.7446 -0.48 0.25 0.20 1.114
C -1.6235 1.1605 -0.6003 0.13 0.20 -0.32 -0.684
F -1.5984 0.5711 0.5845 -0.36 0.10 0.09 0.146
F -2.2866 0.4483 -1.5004 0.06 -0.27 0.32 0.169
F -2.1720 2.3361 -0.5008 -0.09 0.44 0.13 0.211
S 0.1445 1.3629 -1.2204 -0.32 -0.69 -1.00 0.663
O 0.3195 0.4946 -2.3430 0.08 -0.58 0.40 -0.274
O 0.3417 2.7547 -1.3913 0.59 0.06 0.71 -0.175
N 1.1196 0.6379 0.0024 -0.20 1.05 -0.97 -0.256
S 1.1913 1.3940 1.4341 0.31 -0.73 2.17 0.599
O 0.5551 2.6546 1.5688 -0.10 0.15 -0.79 -0.174
O 0.8498 0.3693 2.3910 0.24 -0.06 -0.47 -0.196
C 3.0427 1.6986 1.6057 -0.85 -0.20 -0.13 -0.691
F 3.1982 2.4204 2.6844 0.21 0.05 0.11 0.206
F 3.6470 0.5218 1.7303 0.14 -0.01 -0.10 0.143
F 3.4752 2.3272 0.5347 0.22 0.10 -0.10 0.182
C -2.3966 -2.9071 -0.8266 -0.01 -0.14 0.39 0.070
C -1.0280 -2.6363 -0.3362 -0.68 0.24 -0.07 -0.600
O -0.1303 -3.4693 -0.1110 0.79 0.46 -0.15 0.124
O -0.6398 -1.4419 -0.1300 0.14 -0.37 -0.17 0.073
H -2.7671 -3.8355 -0.3839 0.10 -0.04 -0.14 0.119
H -2.3640 -2.9903 -1.9135 -0.05 -0.03 -0.01 0.121
H -3.0726 -2.0993 -0.5341 0.13 0.03 -0.10 0.109
```
Positions in Å, forces in eV/Å.

Summary:
- F_max: 2.3 eV/Å
- Gap between HOMO and LUMO: 4.0336 eV
- Calculated total energy: -2297.88725 a.u.
- Spin multiplicity: 1
- HOMO: -0.5332 Eh
- Net charge: +1

A single C4H3BN4O2 molecule. Source: the Open Molecules 2025 dataset; level of theory: ωB97M-V with the def2-TZVPD basis set.

Geometry as XYZ:
```
14
Properties=species:S:1:pos:R:3:forces:R:3:lowdin_charge:R:1
C -1.3921 -2.3329 3.6484 2.05 3.77 -6.14 0.069
C -1.0009 -1.8954 2.4565 -1.51 -0.75 5.33 -0.026
C -0.4850 -1.0771 1.1453 -1.06 -2.00 2.46 -0.243
N 0.9039 -1.1037 0.9609 -3.05 0.22 0.12 0.073
N 1.3229 -0.4082 -0.0642 -3.08 0.97 -0.71 0.090
C 0.2993 0.2285 -0.7795 0.77 1.00 -1.78 -0.148
B 0.8346 1.1609 -2.0500 0.34 1.05 -1.68 -0.383
O -0.1211 1.8791 -2.9089 1.53 -0.16 3.08 0.056
O 2.2520 1.3169 -2.3721 -2.87 0.98 1.65 0.062
N -1.0931 0.2216 -0.6213 3.26 -0.63 0.67 0.080
N -1.5100 -0.4742 0.4046 2.42 -1.22 1.48 0.071
H -1.7564 -2.3183 4.7516 0.86 -0.47 -2.72 0.066
H -0.6765 2.4794 -2.3373 0.35 -1.25 -0.96 0.111
H 2.4110 2.2925 -2.2085 -0.01 -1.50 -0.79 0.122
```
Positions in Å, forces in eV/Å.

Summary:
- F_max: 7.5 eV/Å
- Gap between HOMO and LUMO: 8.7799 eV
- Calculated total energy: -548.43136 a.u.
- Structure (SMILES): C#Cc1nnc(B(O)O)nn1
- Spin multiplicity: 1
- HOMO: -0.3768 Eh
- Net charge: 0
- Energy relative to the best compared isomer or geometry (same formula, charge and spin): 230.8 kJ/mol

A single C4H3Br molecule. Source: the Open Molecules 2025 dataset; level of theory: ωB97M-V with the def2-TZVPD basis set.

Geometry as XYZ:
```
8
Properties=species:S:1:pos:R:3:forces:R:3:lowdin_charge:R:1
C -1.2277 1.3700 -1.7517 0.37 -0.95 -0.36 0.096
C -0.7551 0.2636 -1.4986 -0.08 0.63 0.30 -0.372
C 0.7354 -0.6849 1.9816 -0.31 -1.90 -2.01 -0.284
C -0.1722 -0.9584 -1.3242 -0.67 0.24 -1.00 -0.481
Br 0.7891 -1.2831 0.1928 0.44 -0.36 1.00 1.124
H -1.4114 2.1967 -2.3848 -0.29 0.51 0.17 0.019
H 0.4372 0.1617 2.4307 -1.65 3.11 0.73 -0.040
H 1.6046 -1.0658 2.3542 2.20 -1.29 1.18 -0.062
```
Positions in Å, forces in eV/Å.

Summary:
- F_max: 3.6 eV/Å
- Gap between HOMO and LUMO (spin up / spin down): 6.7539 / 8.1628 eV
- Calculated total energy: -2727.88410 a.u.
- Spin multiplicity: 1
- HOMO (spin up / spin down): -0.2845 / -0.3148 Eh
- Net charge: 0
- Energy relative to the best compared isomer or geometry (same formula, charge and spin): 625.6 kJ/mol

- What is the net charge in the third record?
  0

- Which value of spin multiplicity does entry 4 give?
  1

- Which of these has the lowest calculated total energy?
  C4H3Br